1.
8
Properties=species:S:1:pos:R:3:mulliken_charge:R:1 method="wB97M-V/def2-TZVPD" homo_ev=-3.090 lumo_ev=4.21 de_lowest_ev=0.080 total_charge=-1 mol_weight_g_mol=78.1
S -2.152 0.440 0.933 -0.859
H -3.409 0.765 0.668 -0.046
C 1.357 0.301 -0.147 0.179
N 0.525 -0.740 -0.324 -0.203
O 2.493 0.357 -0.577 -0.630
H 0.911 1.043 0.526 0.253
H 0.743 -1.455 -1.008 0.217
H -0.467 -0.711 -0.070 0.088

***

2.
54
Properties=species:S:1:pos:R:3:mulliken_charge:R:1 method="wB97M-V/def2-TZVPD" homo_ev=-8.584 lumo_ev=-1.39 de_lowest_ev=17.230 total_charge=0 mol_weight_g_mol=393.5
C 3.927 -2.130 1.051 -1.388
C 3.952 -3.534 1.238 -0.110
O 2.535 -4.057 1.199 -0.422
C 2.598 -5.524 1.332 -0.347
C 1.296 -5.959 1.291 -0.574
H 1.185 -7.114 1.657 0.299
H 0.771 -5.553 2.472 0.275
C 0.341 -5.716 0.043 -1.184
N 0.180 -4.315 -0.045 -0.034
C -0.983 -3.609 -0.180 0.640
O -2.211 -4.394 -0.382 -0.736
C -1.054 -2.300 -0.190 -0.007
C 0.322 -1.341 -0.381 -1.331
C -0.016 -0.017 -0.154 0.898
C -1.108 0.598 -0.040 0.968
C -2.256 -0.190 0.379 -0.756
C -2.086 -1.431 0.207 -0.361
H -3.050 -2.144 0.355 0.201
H -3.349 0.417 0.350 0.195
C -1.251 2.055 0.300 0.414
O -2.196 2.637 0.329 -0.374
N -0.065 2.632 0.166 -0.193
C 1.085 2.092 -0.189 0.042
S 2.589 2.859 -0.226 -0.352
N 1.060 0.682 -0.583 -0.149
H 2.049 0.411 -0.532 0.263
C 0.184 4.274 0.094 -1.486
C -0.129 4.846 -1.345 -0.571
H 0.738 4.259 -1.837 0.422
H 0.441 5.931 -1.127 0.258
C -1.467 4.937 -1.964 -0.228
O -1.970 6.024 -1.421 -0.367
C -3.467 6.116 -1.482 -0.329
C -4.048 5.295 -0.462 -0.789
H -3.752 4.243 -0.414 0.223
H -4.237 5.694 0.550 0.265
H -5.235 5.285 -0.857 0.283
H -3.743 7.179 -1.154 0.231
H -3.704 5.722 -2.492 0.317
H -2.021 3.902 -1.639 0.157
H -1.260 5.255 -2.843 0.427
H -0.947 4.387 0.871 0.149
H 0.961 4.428 0.702 1.108
H 1.238 -1.861 -0.466 0.413
H 0.959 -3.839 0.292 0.310
H -0.641 -5.951 0.150 0.630
H 0.950 -5.942 -0.679 0.465
H 3.206 -5.741 2.298 0.328
H 2.990 -6.064 0.384 0.225
H 4.417 -4.009 2.311 0.195
H 4.537 -4.200 0.448 0.280
H 4.905 -1.766 1.013 0.455
H 3.185 -1.547 1.547 0.411
H 3.642 -1.913 0.056 0.340

***

3.
12
Properties=species:S:1:pos:R:3:mulliken_charge:R:1 method="wB97M-V/def2-TZVPD" homo_ev=-9.396 smiles=NCN.O lumo_ev=0.89 de_lowest_ev=0.396 total_charge=0 mol_weight_g_mol=64.1
N -1.839 -0.724 1.178 -0.667
C -0.434 -0.426 0.756 -0.321
N -0.349 0.745 -0.017 -0.485
H -2.150 0.038 1.768 0.221
H -1.843 -1.512 1.824 0.232
H -0.123 -1.317 0.222 0.310
H 0.201 -0.410 1.650 0.289
H -0.864 1.479 0.450 0.197
H -0.682 0.698 -0.968 0.228
H 2.859 1.125 -2.690 0.316
H 2.230 -0.135 -2.152 0.309
O 2.995 0.438 -2.022 -0.630

***

4.
17
Properties=species:S:1:pos:R:3:mulliken_charge:R:1 method="wB97M-V/def2-TZVPD" homo_ev="-14.129 / -14.128" lumo_ev="-5.34 / -5.34" de_lowest_ev=6.635 total_charge=+1 mol_weight_g_mol=109.2
C -3.402 0.135 0.666 -0.391
C -2.926 -0.825 0.115 -0.343
C 0.869 1.125 0.135 -0.345
C 0.569 -0.913 -0.387 -0.360
C 1.752 -0.104 0.093 0.482
C 3.020 -0.368 0.306 -1.053
N -1.315 0.490 -0.879 -0.939
N -0.191 0.311 -0.437 1.010
H -3.809 1.007 1.096 0.424
H 0.647 1.517 1.130 0.292
H 1.160 1.956 -0.512 0.297
H 0.645 -1.438 -1.344 0.330
H 0.162 -1.613 0.348 0.276
H 3.715 0.388 0.617 0.282
H 3.397 -1.365 0.171 0.271
H -2.616 -1.747 -0.291 0.467
H -1.677 1.446 -0.826 0.301

***

5.
12
Properties=species:S:1:pos:R:3:lowdin_spin:R:1 method="wB97M-V/def2-TZVPD" homo_ev="-11.244 / -11.652" lumo_ev="-4.03 / -5.44" multiplicity=2 de_lowest_ev=1.994 total_charge=+1 mol_weight_g_mol=188.4 s_squared=0.7646
C -1.848 -0.479 0.072 0.026
C -0.574 -0.632 0.391 0.105
C 0.508 -0.666 1.248 0.004
H -2.194 -0.688 -0.944 0.007
H -2.565 -0.057 0.780 0.004
H 0.835 0.244 1.762 0.006
H 0.913 -1.622 1.586 0.001
O 0.951 1.174 -1.048 0.179
C 1.117 -0.093 -0.702 0.004
Cd -0.724 2.177 -1.206 0.630
Li 2.689 1.437 -0.412 0.031
H 0.892 -0.797 -1.528 0.003

***

6.
92
Properties=species:S:1:pos:R:3:mulliken_charge:R:1 method="wB97M-V/def2-TZVPD" homo_ev=-12.944 lumo_ev=-7.83 de_lowest_ev=1.452 total_charge=+2 mol_weight_g_mol=1243.5
W 0.670 -0.237 0.037 2.111
Cl 2.476 6.717 -1.577 -0.180
C 2.313 5.010 -1.366 -0.071
C 3.067 4.139 -2.154 -0.631
C 2.941 2.775 -2.003 -0.777
C 2.059 2.259 -1.050 -0.123
O 1.954 0.936 -0.899 -0.166
C 1.312 3.131 -0.248 0.784
C 0.343 2.642 0.762 -1.705
N 0.561 1.362 1.316 0.946
C 0.299 1.200 2.693 0.512
C 0.245 2.189 3.643 -0.465
C -0.006 1.855 4.997 -1.285
C -0.163 0.558 5.390 -1.020
C -0.091 -0.481 4.429 1.460
C -0.196 -1.857 4.740 -1.044
C -0.084 -2.783 3.744 -1.567
C 0.091 -2.350 2.418 -0.149
N 0.180 -1.073 2.095 0.866
C 0.118 -0.140 3.088 -0.866
C 1.444 4.513 -0.421 -0.875
H 3.748 4.547 -2.888 0.490
H 3.514 2.089 -2.613 0.609
H 0.141 3.409 1.503 1.303
H 0.424 3.227 3.400 0.640
H -0.046 2.651 5.727 0.475
H -0.324 0.307 6.430 0.499
H -0.352 -2.160 5.768 0.514
H -0.140 -3.843 3.942 0.529
H 0.139 -3.066 1.611 0.610
H 0.877 5.200 0.198 0.509
I 1.481 -5.282 -0.711 0.098
C 2.734 -3.931 0.208 -0.012
C 3.984 -4.354 0.747 -0.160
C 4.825 -3.490 1.397 -0.302
I 6.626 -4.200 2.124 0.167
C 4.451 -2.122 1.575 1.021
C 5.193 -1.108 2.219 -0.697
C 4.682 0.161 2.304 -1.465
C 3.412 0.439 1.769 -0.063
N 2.697 -0.491 1.173 0.186
C 3.214 -1.734 1.054 0.142
C 2.393 -2.620 0.346 -0.535
O 1.268 -2.055 -0.151 -0.128
H 4.268 -5.391 0.630 0.397
H 6.166 -1.338 2.634 0.318
H 5.234 0.956 2.784 0.481
H 2.976 1.427 1.835 0.473
C -1.809 3.460 -0.569 -0.861
C -1.872 3.639 -1.958 -1.302
C -1.342 2.639 -2.720 -0.753
C -0.776 1.432 -2.144 -0.285
N -0.710 1.294 -0.843 0.475
C -1.158 2.340 -0.013 1.018
C -0.202 0.374 -2.914 1.313
C -0.146 0.360 -4.315 -0.563
C 0.522 -0.665 -4.944 -1.336
C 1.120 -1.657 -4.168 -0.826
C 1.053 -1.646 -2.785 -0.387
C 0.374 -0.623 -2.110 0.928
H -2.215 4.204 0.106 0.585
H -2.318 4.518 -2.398 0.607
H -1.327 2.727 -3.798 0.511
H -1.715 1.975 0.865 -1.372
H -0.621 1.129 -4.911 0.479
H 0.576 -0.705 -6.023 0.476
H 1.650 -2.464 -4.657 0.513
H 1.523 -2.451 -2.248 0.234
Ge -1.732 -1.409 -0.253 1.729
C -2.487 -2.430 -1.717 0.105
C -3.422 -3.362 -1.250 -1.003
C -4.120 -4.181 -2.125 -0.750
C -3.894 -4.082 -3.490 -0.564
C -2.979 -3.158 -3.969 -0.882
C -2.282 -2.339 -3.090 0.516
C -3.039 -0.040 0.259 -0.169
C -3.091 0.415 1.580 -0.194
C -3.865 1.519 1.938 -0.451
C -4.611 2.182 0.976 -0.702
C -4.600 1.720 -0.338 -0.861
C -3.826 0.617 -0.686 -0.417
H -1.781 -2.383 0.933 -0.435
H -3.612 -3.465 -0.187 0.328
H -4.836 -4.896 -1.742 0.434
H -4.433 -4.722 -4.177 0.421
H -2.804 -3.074 -5.034 0.454
H -1.589 -1.625 -3.504 0.420
H -2.523 -0.093 2.352 0.661
H -3.897 1.845 2.970 0.507
H -5.230 3.027 1.250 0.489
H -5.221 2.201 -1.085 0.507
H -3.848 0.261 -1.712 0.550

***

7.
62
Properties=species:S:1:pos:R:3:lowdin_spin:R:1 method="wB97M-V/def2-TZVPD" homo_ev="-9.626 / -9.649" lumo_ev="-6.24 / -6.27" multiplicity=2 total_charge=+1 mol_weight_g_mol=592.5 s_squared=1.2259
Tc 0.414 -2.223 0.899 0.809
O 3.858 0.103 -1.726 -0.002
C 4.630 -0.387 -0.757 -0.003
C 5.813 0.290 -0.444 0.001
C 6.672 -0.194 0.516 -0.003
C 6.372 -1.369 1.204 0.000
C 5.181 -2.014 0.962 -0.002
C 4.295 -1.539 -0.010 -0.001
C 2.950 -2.087 -0.093 -0.006
O 2.412 -2.594 0.955 0.039
N 2.237 -1.975 -1.208 0.008
N 0.957 -2.305 -1.025 -0.031
C 0.193 -2.582 -2.046 0.055
C -1.158 -3.031 -1.949 0.004
C -1.858 -3.368 -3.124 0.018
C -3.141 -3.860 -3.080 -0.003
C -3.783 -4.021 -1.853 0.022
C -3.144 -3.674 -0.684 -0.004
C -1.833 -3.188 -0.702 0.022
O -1.224 -2.895 0.437 0.059
H 3.110 -0.503 -1.896 0.000
H 6.032 1.195 -0.986 0.000
H 7.590 0.332 0.730 0.000
H 7.061 -1.759 1.934 0.000
H 4.910 -2.901 1.513 0.000
H 0.635 -2.505 -3.033 0.001
H -1.359 -3.237 -4.072 0.001
H -3.652 -4.135 -3.987 -0.001
H -4.785 -4.418 -1.811 0.001
H -3.633 -3.795 0.271 0.000
C -2.111 3.032 -2.787 0.000
C -1.559 3.546 -1.491 0.000
C -0.942 4.796 -1.488 -0.001
C -0.379 5.323 -0.331 0.000
C -0.442 4.604 0.833 -0.001
C -1.073 3.341 0.870 -0.001
N -1.038 2.720 2.086 -0.004
C -1.512 1.463 2.492 0.000
C -2.839 1.277 2.866 0.004
C -3.266 0.041 3.319 0.000
C -2.383 -1.024 3.419 0.002
C -1.064 -0.856 3.034 0.002
C -0.628 0.380 2.571 0.007
C 0.769 0.566 2.035 0.006
O 1.335 1.636 2.146 -0.009
O 1.236 -0.460 1.419 0.013
C -1.641 2.801 -0.313 -0.001
C -2.262 1.435 -0.322 -0.001
H -1.902 3.734 -3.588 0.000
H -3.191 2.903 -2.728 0.000
H -1.666 2.075 -3.055 0.000
H -0.888 5.361 -2.406 0.000
H 0.110 6.283 -0.350 0.000
H -0.001 4.988 1.740 0.000
H -0.286 3.062 2.678 0.000
H -3.523 2.109 2.813 0.000
H -4.295 -0.089 3.610 0.000
H -2.718 -1.973 3.806 0.000
H -0.339 -1.670 3.164 0.002
H -3.059 1.355 0.413 0.000
H -1.513 0.672 -0.093 -0.001
H -2.683 1.208 -1.295 0.000

***

8.
34
Properties=species:S:1:pos:R:3:lowdin_spin:R:1 method="wB97M-V/def2-TZVPD" homo_ev="-12.958 / -12.997" lumo_ev="-7.71 / -5.86" multiplicity=5 de_lowest_ev=0.812 total_charge=+1 mol_weight_g_mol=359.1 s_squared=6.3676
Mn -0.128 -0.707 -2.223 4.232
C -1.007 -1.757 0.286 0.004
N -1.012 -1.763 1.743 0.000
C 0.343 -1.991 2.223 -0.001
N 1.232 -0.943 1.741 -0.008
C 1.222 -0.942 0.285 0.003
N -0.128 -0.707 -0.209 -0.055
C -0.598 0.580 0.284 0.000
N -0.601 0.591 1.740 -0.009
C -1.476 -0.469 2.222 -0.001
C 0.752 0.346 2.221 -0.001
H -2.025 -1.621 -0.102 -0.007
H -0.693 -2.736 -0.101 0.004
H 0.704 -2.978 1.903 0.000
H 0.360 -2.035 3.321 0.000
H 1.613 -1.893 -0.103 0.001
H 1.912 -0.181 -0.105 0.000
H -1.603 0.797 -0.104 -0.002
H 0.029 1.394 -0.105 0.000
H -2.511 -0.288 1.902 0.000
H -1.523 -0.459 3.320 0.000
H 0.783 0.384 3.318 0.000
H 1.426 1.152 1.899 0.000
O 1.799 -0.707 -2.223 0.057
H 2.405 -1.486 -2.303 0.005
H 2.405 0.072 -2.144 0.004
F -0.128 1.174 -2.223 0.062
P -0.260 2.721 -2.352 0.003
F -0.065 2.551 -3.889 0.002
F 0.035 4.002 -1.513 0.000
F -1.263 2.294 -1.238 0.001
F 1.291 2.805 -2.224 0.002
F -1.430 3.503 -3.023 0.000
H -1.857 -0.707 -2.223 -0.293

***

9.
28
Properties=species:S:1:pos:R:3:mulliken_charge:R:1 method="wB97M-V/def2-TZVPD" homo_ev="-7.176 / -7.176" lumo_ev="0.19 / 0.18" de_lowest_ev=7.217 total_charge=0 mol_weight_g_mol=199.3
C -0.126 2.866 0.502 -0.938
C -1.448 2.479 0.519 -0.459
C 0.448 2.112 -0.699 0.128
C 1.360 0.092 -1.694 -1.024
C 1.107 -1.277 -1.508 -1.045
C -0.854 -1.523 -0.868 -0.340
C 1.102 0.746 -0.434 0.423
C -1.604 1.547 -0.542 0.393
C -2.439 0.394 -0.619 -0.516
C 0.593 -1.426 -0.104 2.061
C 0.876 -0.153 0.597 0.289
C 0.845 -2.757 0.510 -2.059
C 0.525 0.024 2.064 -1.443
N -1.961 -0.886 -0.964 -0.615
O -0.593 1.610 -1.415 -0.354
H 0.517 3.425 1.190 0.395
H -2.245 2.649 1.215 0.491
H 1.158 2.697 -1.296 0.556
H 1.810 0.530 -2.566 0.454
H 1.302 -2.037 -2.252 0.459
H -0.881 -2.551 -1.053 0.435
H -3.382 0.248 -0.055 0.342
H 1.882 -2.843 0.780 0.386
H 0.629 -3.530 -0.193 0.497
H 0.164 -2.948 1.260 0.498
H -0.304 0.712 2.278 0.226
H 1.217 0.626 2.703 0.342
H 0.302 -0.825 2.644 0.416

***

10.
69
Properties=species:S:1:pos:R:3:lowdin_spin:R:1 method="wB97M-V/def2-TZVPD" homo_ev="-9.815 / -10.420" lumo_ev="-4.13 / -4.18" multiplicity=2 total_charge=+1 mol_weight_g_mol=901.6 s_squared=0.7725
Ir 0.044 -0.344 -0.342 0.054
C 3.237 2.213 -1.782 0.002
C 2.172 1.300 -1.786 0.008
N 1.801 0.658 -0.697 0.016
C 2.477 0.849 0.475 0.012
C 3.594 1.688 0.546 0.003
C 3.938 2.406 -0.622 0.001
C 4.337 1.738 1.751 -0.001
C 3.966 0.923 2.781 0.001
C 2.809 0.108 2.712 -0.001
C 2.013 0.102 1.593 0.003
N 0.799 -0.559 1.383 -0.005
C -0.033 -1.217 2.307 0.001
C 0.084 -1.270 3.673 -0.004
C -0.877 -1.946 4.465 0.001
C -1.979 -2.527 3.913 -0.003
C -2.159 -2.454 2.510 0.001
C -3.289 -2.968 1.836 -0.003
C -3.393 -2.855 0.475 0.001
C -2.364 -2.221 -0.231 0.003
N -1.301 -1.724 0.376 0.010
C -1.184 -1.817 1.734 0.001
H 3.499 2.726 -2.695 0.000
H 1.619 1.080 -2.691 -0.001
H 4.779 3.088 -0.588 0.000
H 5.201 2.386 1.819 0.000
H 4.561 0.895 3.684 0.000
H 2.582 -0.519 3.555 0.000
H 0.891 -0.773 4.180 0.000
H -0.728 -1.981 5.536 0.000
H -2.717 -3.033 4.520 0.000
H -4.070 -3.446 2.415 0.000
H -4.248 -3.236 -0.063 0.000
H -2.395 -2.126 -1.308 0.002
F -4.953 6.891 -0.374 0.000
C -3.836 6.162 -0.232 0.000
C -3.033 6.387 0.870 0.001
C -1.905 5.600 1.035 0.002
C -1.589 4.606 0.108 -0.001
C -2.395 4.439 -1.015 0.001
C -3.531 5.219 -1.193 0.000
Sb 0.068 3.346 0.472 0.228
C 1.524 4.930 0.456 0.106
C 2.599 5.050 1.335 0.017
C 3.501 6.099 1.208 0.003
C 3.321 7.004 0.183 0.008
F 4.189 8.020 0.060 0.003
C 2.286 6.899 -0.725 0.001
C 1.391 5.848 -0.587 0.016
C -0.322 2.849 2.491 0.028
C -1.617 2.420 2.795 0.008
C -1.931 1.965 4.067 0.000
C -0.933 1.939 5.020 0.005
F -1.222 1.473 6.247 0.002
C 0.356 2.353 4.757 -0.001
C 0.660 2.804 3.479 0.007
H -3.298 7.162 1.576 0.000
H -1.268 5.769 1.896 0.000
H -2.147 3.700 -1.768 0.000
H -4.174 5.100 -2.054 0.000
H 2.753 4.335 2.131 0.001
H 4.329 6.223 1.893 0.000
H 2.190 7.630 -1.517 0.000
H 0.573 5.761 -1.294 0.001
H -2.390 2.439 2.036 0.001
H -2.928 1.632 4.323 0.000
H 1.102 2.316 5.540 0.000
H 1.675 3.110 3.271 0.000
S -1.390 1.261 -0.691 0.462

***

11.
8
Properties=species:S:1:pos:R:3:mulliken_charge:R:1 method="wB97M-V/def2-TZVPD" homo_ev=-9.529 smiles="C=C=O.O=C=S" lumo_ev=0.53 de_lowest_ev=0.710 total_charge=0 mol_weight_g_mol=102.1
C 0.165 -0.381 -0.090 -1.372
C 1.156 -1.105 0.019 1.049
C 0.624 0.396 2.380 0.590
O 2.078 -1.813 0.113 -0.397
O 1.431 1.166 2.081 -0.330
S -0.594 -0.413 3.026 -0.242
H 0.253 0.599 -0.377 0.414
H -0.690 -1.055 -0.182 0.286

***

12.
7
Properties=species:S:1:pos:R:3:mulliken_charge:R:1 method="wB97M-V/def2-TZVPD" homo_ev=-9.435 smiles="O=C=CF.Br" lumo_ev=-0.11 de_lowest_ev=1.053 total_charge=0 mol_weight_g_mol=140.9
C 0.769 0.089 0.153 0.669
C 1.987 -0.342 0.276 -0.354
O -0.341 0.524 0.133 -0.340
F 2.315 -1.601 -0.066 -0.224
Br -3.478 -0.003 -0.128 -0.196
H -4.082 0.977 -0.848 0.181
H 2.829 0.356 0.479 0.264

***

13.
21
Properties=species:S:1:pos:R:3:mulliken_charge:R:1 method="wB97M-V/def2-TZVPD" homo_ev=-14.315 lumo_ev=-3.18 de_lowest_ev=1.205 total_charge=+1 mol_weight_g_mol=121.2
C 0.584 2.390 -1.703 -1.003
C 0.486 1.851 -0.311 0.809
N -0.635 2.193 0.395 -0.439
O 1.325 1.096 0.164 -0.732
H 0.319 1.585 -2.390 0.250
H 1.587 2.713 -1.942 0.315
H -0.125 3.197 -1.877 0.372
H -0.567 2.176 1.398 0.256
H -1.227 2.901 0.004 0.217
C -0.414 -2.016 -0.403 -0.342
O 0.185 -3.192 -0.901 -0.513
C -0.080 -2.026 1.085 -0.567
N -0.053 -0.613 1.636 -0.228
H -1.483 -2.030 -0.604 0.341
H 0.062 -1.154 -0.872 0.276
H -0.061 -3.264 -1.831 0.322
H -0.778 -2.595 1.676 0.370
H 0.948 -2.388 1.162 0.363
H -0.982 -0.192 1.688 0.416
H 0.553 -0.002 1.058 0.168
H 0.357 -0.628 2.570 0.350

***

14.
19
Properties=species:S:1:pos:R:3:mulliken_charge:R:1 method="wB97M-V/def2-TZVPD" homo_ev=-14.919 lumo_ev=-3.18 de_lowest_ev=0.031 total_charge=+1 mol_weight_g_mol=115.0
Li -0.034 0.503 -0.225 0.891
O -0.842 -1.458 -1.093 -0.620
H -1.770 -1.731 -1.103 0.266
H -0.472 -1.783 -1.927 0.344
O -2.076 1.190 -0.282 -0.530
H -2.537 1.949 -0.660 0.264
H -2.690 0.818 0.363 0.291
O 1.620 0.124 -1.198 -0.623
H 1.975 -0.633 -0.702 0.342
H 2.373 0.715 -1.314 0.288
O 0.475 2.568 -0.196 -0.560
H 1.058 3.024 0.423 0.287
H 0.514 3.089 -1.008 0.295
O 0.715 -2.760 0.968 -0.669
H 0.170 -2.419 0.233 0.394
H 0.095 -3.159 1.592 0.322
O 0.362 0.113 1.695 -0.526
H 0.350 -0.800 2.022 0.285
H 0.715 0.652 2.412 0.259